DFT (ωB97M-V with the def2-TZVPD basis set) results for C30H58Br10F3NiO10S4 as an isolated structure.

Each line ends with the Löwdin charge.
Cartesian coordinates (Å):
Ni1 -0.986 2.914 4.018  1.015
C1 0.027 2.242 1.069  -0.396
O1 -0.706 1.096 0.630  -0.094
O2 -0.278 2.337 2.361  -0.185
C2 1.545 2.123 0.772  -0.551
F1 1.912 2.588 -0.419  0.167
F2 2.243 2.812 1.695  0.135
F3 1.933 0.841 0.857  0.111
C3 -0.517 0.582 -0.690  -0.244
C4 -1.444 -0.629 -0.820  -0.026
H1 -1.699 -0.674 -1.886  0.055
H2 -0.913 -1.550 -0.593  0.056
H3 -2.387 -0.505 -0.291  0.071
H4 0.515 0.253 -0.819  0.090
H5 -0.728 1.288 -1.502  0.076
H6 -0.373 3.050 0.429  0.154
C5 -4.960 1.727 0.466  -0.213
C6 -5.123 0.584 1.487  -0.190
C7 -3.969 0.782 2.464  -0.213
S1 -4.177 2.493 2.911  0.745
O3 -2.916 3.072 3.388  -0.377
O4 -5.362 2.726 3.678  -0.255
C8 -4.446 2.973 1.206  -0.198
H7 -5.928 1.973 0.034  0.089
H8 -4.278 1.405 -0.316  0.078
H9 -5.113 -0.383 0.984  0.123
H10 -6.092 0.589 1.987  0.124
H11 -2.978 0.844 1.992  0.098
H12 -3.886 0.047 3.261  0.100
H13 -3.451 3.162 0.789  0.084
H14 -4.953 3.931 1.124  0.120
C9 0.984 -1.343 6.033  -0.195
C10 1.588 -0.614 4.830  -0.190
C11 0.576 -0.873 3.721  -0.231
S2 -0.995 -0.483 4.507  0.763
O5 -2.101 -1.309 4.132  -0.267
O6 -1.069 0.988 4.507  -0.390
C12 -0.515 -0.938 6.180  -0.190
H15 1.424 -1.218 7.022  0.122
H16 0.962 -2.426 5.898  0.123
H17 2.530 -1.111 4.605  0.108
H18 1.733 0.441 5.053  0.124
H19 0.447 -1.922 3.456  0.087
H20 0.647 -0.174 2.887  0.084
H21 -1.102 -1.799 6.486  0.109
H22 -0.624 -0.126 6.895  0.108
C13 0.190 -5.275 -4.450  -0.201
C14 1.131 -6.019 -3.507  -0.211
C15 0.552 -6.111 -2.110  -0.204
S3 -0.834 -4.923 -2.029  0.664
O7 -0.549 -3.986 -0.962  -0.361
O8 -2.113 -5.560 -2.155  -0.306
C16 -0.474 -4.175 -3.617  -0.255
H23 -0.608 -5.886 -4.882  0.121
H24 0.697 -4.827 -5.303  0.119
H25 2.013 -5.365 -3.496  0.099
H26 1.544 -6.957 -3.875  0.121
H27 1.258 -6.024 -1.291  0.100
H28 -0.007 -7.040 -1.958  0.103
H29 0.225 -3.364 -3.393  0.069
H30 -1.367 -3.753 -4.069  0.011
C17 4.532 -0.106 2.705  -0.238
C18 5.325 -1.324 3.142  -0.248
C19 5.863 -2.041 1.922  -0.204
S4 6.548 -0.634 0.975  0.676
O9 6.382 -0.903 -0.428  -0.323
O10 7.813 -0.315 1.586  -0.313
C20 5.330 0.586 1.578  -0.199
H31 4.231 0.577 3.497  0.112
H32 3.632 -0.395 2.157  0.027
H33 4.842 -1.987 3.865  0.109
H34 6.191 -0.975 3.720  0.121
H35 5.037 -2.352 1.283  0.056
H36 6.683 -2.730 2.084  0.113
H37 4.710 0.717 0.690  0.079
H38 5.848 1.517 1.791  0.105
Br1 -2.203 7.194 -1.179  0.636
C21 -2.860 5.351 -1.373  -0.690
C22 -1.886 4.488 -2.124  -0.653
Br2 -2.787 2.898 -2.851  0.674
H39 -3.787 5.465 -1.923  0.049
H40 -3.020 5.060 -0.343  0.019
H41 -1.027 4.141 -1.558  0.040
H42 -1.501 5.052 -2.970  0.053
Br3 2.118 -2.481 1.112  0.755
C23 2.629 -2.944 -0.728  -0.644
C24 2.762 -1.715 -1.591  -0.676
Br4 3.493 -2.276 -3.288  0.666
H43 1.785 -3.553 -1.043  0.006
H44 3.498 -3.588 -0.651  0.059
H45 3.481 -1.046 -1.122  0.045
H46 1.814 -1.214 -1.755  0.029
Br5 -6.750 0.464 -2.551  0.668
C25 -5.080 -0.270 -3.271  -0.696
C26 -5.374 -1.670 -3.720  -0.646
Br6 -3.686 -2.580 -4.179  0.778
H47 -4.391 -0.166 -2.439  0.022
H48 -4.782 0.353 -4.111  0.051
H49 -6.045 -1.711 -4.571  0.067
H50 -5.838 -2.217 -2.903  0.052
Br7 5.360 5.879 -0.726  0.621
C27 3.884 5.295 0.411  -0.729
C28 3.089 6.375 1.086  -0.662
Br8 4.174 7.444 2.345  0.582
H51 4.356 4.613 1.108  0.041
H52 3.167 4.785 -0.228  0.040
H53 2.374 5.883 1.742  0.041
H54 2.614 7.079 0.414  0.058
Br9 1.010 -0.716 -4.932  0.650
C29 -0.751 0.060 -5.082  -0.707
C30 -1.665 -0.714 -5.997  -0.779
Br10 -1.570 -0.135 -7.842  0.654
H55 -0.657 1.085 -5.428  0.046
H56 -1.202 0.088 -4.090  0.022
H57 -2.674 -0.419 -5.709  -0.001
H58 -1.690 -1.791 -5.889  0.001

⟨S²⟩: 2.00
Gap between HOMO and LUMO (spin up / spin down), eV: 6.944 / 6.339
Molar mass, g/mol: 1621.779
Multiplicity: 3
Charge: +1
Calculated total energy, eV: -845478.4139
HOMO energy (spin up / spin down), eV: -11.71 / -11.71

---

DFT (ωB97M-V with the def2-TZVPD basis set) results for a 4-piece molecular cluster, C30H58IN4O5 overall.

Each line ends with the Löwdin charge.
Cartesian coordinates (Å):
C1 2.542 -0.249 1.786  -0.080
C2 3.888 -1.058 1.463  -0.510
C3 3.668 -2.655 1.701  -0.078
C4 4.959 -0.615 2.621  -0.081
C5 4.588 -0.701 0.066  -0.130
C6 3.619 -0.645 -1.210  -0.462
C7 4.601 -0.739 -2.517  -0.065
C8 2.593 -1.875 -1.349  -0.082
C9 2.803 0.720 -1.386  -0.117
C10 1.583 0.719 -2.381  -0.010
C11 0.675 1.978 -2.607  -0.005
C12 0.952 3.301 -1.825  -0.193
O1 0.132 4.477 -1.962  -0.120
C13 -1.236 4.190 -1.563  -0.168
C14 -1.702 4.931 -0.214  -0.153
O2 -2.213 4.046 0.811  -0.184
C15 -3.621 3.789 0.660  -0.208
C16 -4.114 2.667 1.731  -0.071
C17 -4.095 1.241 0.973  -0.267
C18 -5.242 0.934 -0.112  -0.172
C19 -5.889 -0.428 0.452  -0.649
I1 -7.894 0.034 1.151  0.884
C20 -4.770 -0.901 1.492  -0.163
C21 -4.820 -2.376 2.116  -0.096
C22 -3.839 -3.431 1.359  -0.166
C23 -3.031 -2.744 0.153  -0.203
C24 -2.004 -3.751 -0.604  -0.193
N1 -1.136 -2.957 -1.544  -0.036
C25 -1.776 -2.769 -2.869  -0.446
N2 -1.360 -3.462 -3.916  0.134
N3 -2.926 -1.841 -3.110  0.065
N4 -3.811 0.000 1.758  0.165
C26 2.192 3.290 -0.862  0.017
C27 3.092 2.050 -0.631  -0.025
H1 2.130 -0.533 2.830  0.096
H2 1.748 -0.278 0.967  0.063
H3 2.850 0.864 1.886  0.078
H4 2.625 -2.881 1.250  0.069
H5 3.559 -2.821 2.826  0.078
H6 4.464 -3.300 1.201  0.088
H7 4.922 -1.319 3.532  0.072
H8 5.996 -0.810 2.140  0.092
H9 4.882 0.490 2.895  0.086
H10 5.393 -1.513 -0.120  0.130
H11 5.161 0.290 0.116  0.117
H12 3.988 -0.800 -3.476  0.085
H13 5.254 0.216 -2.456  0.097
H14 5.352 -1.612 -2.400  0.094
H15 1.612 -1.683 -0.798  0.062
H16 3.126 -2.840 -1.030  0.092
H17 2.391 -2.002 -2.482  0.080
H18 1.283 -0.203 -2.999  0.091
H19 -0.212 1.897 -3.330  0.100
H20 -1.901 4.581 -2.425  0.140
H21 -1.464 3.079 -1.436  0.116
H22 -0.820 5.550 0.204  0.151
H23 -2.529 5.683 -0.484  0.129
H24 -4.295 4.703 0.773  0.138
H25 -3.779 3.362 -0.403  0.128
H26 -3.298 2.601 2.542  0.133
H27 -5.150 2.883 2.155  0.124
H28 -3.155 1.337 0.320  0.148
H29 -4.632 0.598 -1.026  0.120
H30 -5.910 1.784 -0.470  0.125
H31 -5.896 -1.237 -0.362  0.097
H32 -5.894 -2.755 1.918  0.124
H33 -4.682 -2.406 3.248  0.132
H34 -3.050 -3.745 2.142  0.124
H35 -4.426 -4.370 1.040  0.133
H36 -3.784 -2.375 -0.623  0.088
H37 -2.364 -1.887 0.556  0.115
H38 -1.274 -4.239 0.151  0.131
H39 -2.546 -4.620 -1.112  0.136
H40 -0.896 -2.050 -1.104  0.093
H41 -0.589 -4.067 -3.576  0.055
H42 -3.805 -2.324 -2.829  0.051
H43 -2.799 -1.019 -2.486  0.062
H44 -3.047 -0.213 2.424  0.199
H45 2.374 4.283 -0.305  0.105
H46 3.977 2.091 0.103  0.099
C28 5.555 4.439 -0.715  -0.165
O3 5.046 5.402 0.197  -0.129
H47 6.247 3.782 -0.187  0.084
H48 4.731 3.847 -1.120  0.032
H49 6.085 4.946 -1.526  0.083
H50 4.439 5.968 -0.295  0.074
C29 7.063 -1.583 6.143  -0.160
O4 6.549 -0.388 5.573  -0.142
H51 6.723 -2.431 5.547  0.075
H52 8.155 -1.554 6.139  0.077
H53 6.697 -1.691 7.167  0.076
H54 6.864 0.345 6.117  0.078
C30 -6.693 -2.388 -3.803  -0.151
O5 -7.234 -1.447 -2.885  -0.149
H55 -5.969 -3.015 -3.280  0.064
H56 -7.492 -3.017 -4.201  0.084
H57 -6.192 -1.862 -4.619  0.085
H58 -7.870 -0.908 -3.371  0.083

Gap between HOMO and LUMO, eV: 5.641
Molar mass, g/mol: 681.721
Multiplicity: 1
Charge: +1
Calculated total energy, eV: -56331.5748
HOMO energy, eV: -10.11

---

DFT (ωB97M-V with the def2-TZVPD basis set) results for C30H59BN2P2PtSb as an isolated structure.

Each line ends with the Löwdin charge.
Cartesian coordinates (Å):
Pt1 -0.250 -0.025 0.763  0.431
C1 1.214 5.284 1.141  -0.065
C2 0.118 4.221 1.204  -0.665
C3 -0.198 3.900 2.668  -0.103
C4 -1.152 4.757 0.546  -0.086
P1 0.544 2.516 0.459  1.137
C5 2.305 2.305 1.066  -0.272
N1 2.655 0.910 1.049  -0.029
B1 1.764 -0.202 0.951  -0.671
N2 2.576 -1.366 0.794  -0.012
C6 2.137 -2.675 0.382  -0.255
P2 0.455 -2.525 -0.467  1.184
C7 0.837 -3.375 -2.149  -0.670
C8 1.576 -4.713 -2.102  -0.070
C9 1.696 -2.338 -2.884  -0.099
C10 -0.468 -3.551 -2.925  -0.095
C11 -0.654 -3.615 0.627  -0.700
C12 -0.402 -3.197 2.081  -0.106
C13 -0.449 -5.117 0.479  -0.079
C14 -2.090 -3.255 0.241  -0.120
C15 3.892 -0.981 0.866  -0.164
C16 5.064 -1.725 0.822  -0.011
C17 6.267 -1.053 0.947  -0.089
C18 6.314 0.333 1.096  -0.088
C19 5.157 1.090 1.129  -0.012
C20 3.942 0.430 1.024  -0.168
C21 0.719 2.602 -1.426  -0.685
C22 -0.688 2.337 -1.967  -0.102
C23 1.619 1.455 -1.887  -0.098
C24 1.285 3.917 -1.951  -0.074
H1 0.886 6.149 1.717  0.098
H2 1.394 5.620 0.125  0.069
H3 2.152 4.941 1.567  0.078
H4 -0.541 4.795 3.186  0.100
H5 0.675 3.521 3.195  0.077
H6 -0.986 3.148 2.729  0.037
H7 -1.496 5.641 1.081  0.098
H8 -1.947 4.012 0.570  0.069
H9 -0.977 5.049 -0.486  0.067
H10 2.371 2.707 2.086  0.097
H11 2.987 2.885 0.432  0.101
H12 2.061 -3.364 1.229  0.098
H13 2.864 -3.085 -0.323  0.078
H14 2.443 -4.698 -1.448  0.074
H15 1.930 -4.947 -3.106  0.097
H16 0.929 -5.527 -1.793  0.068
H17 2.623 -2.128 -2.356  0.080
H18 1.152 -1.404 -3.005  0.069
H19 1.953 -2.704 -3.876  0.094
H20 -1.073 -4.354 -2.512  0.069
H21 -0.244 -3.809 -3.959  0.094
H22 -1.052 -2.632 -2.925  0.084
H23 0.370 -3.806 2.550  0.088
H24 -1.310 -3.317 2.667  0.076
H25 -0.088 -2.146 2.135  0.020
H26 0.596 -5.395 0.587  0.082
H27 -0.815 -5.463 -0.483  0.070
H28 -1.016 -5.633 1.252  0.095
H29 -2.260 -2.185 0.387  0.018
H30 -2.800 -3.810 0.851  0.093
H31 -2.286 -3.494 -0.801  0.066
H32 5.040 -2.800 0.716  0.110
H33 7.190 -1.611 0.931  0.103
H34 7.270 0.820 1.201  0.103
H35 5.202 2.163 1.247  0.109
H36 -1.053 1.378 -1.576  0.054
H37 -0.673 2.281 -3.054  0.093
H38 -1.388 3.116 -1.678  0.066
H39 1.242 0.499 -1.511  0.030
H40 2.646 1.576 -1.553  0.089
H41 1.624 1.422 -2.976  0.098
H42 0.610 4.749 -1.776  0.065
H43 1.439 3.838 -3.026  0.095
H44 2.248 4.137 -1.494  0.081
C25 -4.590 -0.895 4.194  -0.184
C26 -3.734 -1.286 3.007  -0.415
Sb1 -2.405 0.326 2.362  1.357
C27 -1.452 0.717 4.279  -0.401
C28 0.039 0.435 4.228  -0.204
C29 -3.847 1.967 2.304  -0.419
C30 -4.855 1.779 1.188  -0.193
H45 -5.260 -1.716 4.457  0.078
H46 -5.206 -0.025 3.980  0.058
H47 -3.979 -0.677 5.068  0.058
H48 -4.361 -1.573 2.163  0.047
H49 -3.101 -2.135 3.262  0.031
H50 -1.927 0.085 5.029  0.044
H51 -1.642 1.754 4.550  0.049
H52 0.226 -0.636 4.193  0.065
H53 0.536 0.849 5.105  0.079
H54 0.483 0.883 3.334  0.013
H55 -3.307 2.902 2.164  0.025
H56 -4.331 2.005 3.279  0.051
H57 -4.358 1.781 0.219  0.061
H58 -5.583 2.589 1.193  0.076
H59 -5.396 0.841 1.295  0.062

Gap between HOMO and LUMO, eV: 6.447
Molar mass, g/mol: 837.414
Multiplicity: 1
Energy relative to the best compared isomer or geometry (same formula, charge and spin), kcal per mole: 56.4
Charge: +1
Calculated total energy, eV: -64083.2999
HOMO energy, eV: -10.00

---

DFT (ωB97M-V with the def2-TZVPD basis set) results for a 5-piece molecular cluster, C30H59Cl5N3O3 overall.

Each line ends with the Löwdin charge.
Cartesian coordinates (Å):
C1 -1.072 5.549 0.615  -0.037
C2 -1.985 4.575 1.385  -0.449
C3 -2.996 3.937 0.436  -0.193
C4 -2.462 2.835 -0.449  -0.162
C5 -1.854 1.674 0.450  -0.106
C6 -0.778 2.274 1.442  -0.485
N1 -1.283 3.502 2.148  -0.007
O1 -0.424 4.006 3.262  -0.043
C7 -0.594 1.142 2.471  -0.048
C8 0.521 2.497 0.733  -0.051
C9 -2.937 5.550 2.247  -0.037
H1 -0.421 6.229 1.165  0.088
H2 -1.554 6.136 -0.166  0.087
H3 -0.421 4.991 -0.059  0.058
H4 -3.853 3.543 0.981  0.117
H5 -3.525 4.635 -0.214  0.121
H6 -1.701 3.368 -1.020  0.099
H7 -3.216 2.354 -1.072  0.111
H8 -1.347 1.026 -0.265  0.077
H9 -2.700 1.228 0.972  0.107
H10 -1.393 1.138 3.213  0.089
H11 -0.467 0.205 1.928  0.039
H12 0.321 1.161 3.062  0.081
H13 1.279 3.063 1.274  0.086
H14 1.072 1.559 0.665  0.076
H15 0.385 2.926 -0.260  0.076
H16 -2.461 6.217 2.967  0.074
H17 -3.651 5.010 2.869  0.072
H18 -3.638 6.109 1.629  0.077
C10 6.179 -1.038 -1.431  -0.056
C11 6.094 0.056 -0.400  -0.498
C12 7.399 0.907 -0.525  -0.117
C13 7.474 2.272 0.228  -0.180
C14 6.213 2.975 -0.031  -0.197
C15 4.803 2.263 0.161  -0.407
N2 4.838 0.933 -0.560  0.010
O2 3.537 0.232 -0.697  -0.063
C16 4.496 2.357 1.646  -0.044
C17 3.911 3.337 -0.642  -0.030
C18 6.162 -0.667 0.912  -0.053
H19 6.261 -0.602 -2.427  0.091
H20 5.279 -1.648 -1.360  0.077
H21 6.946 -1.800 -1.292  0.093
H22 8.296 0.307 -0.369  0.121
H23 7.400 1.198 -1.576  0.112
H24 8.269 2.884 -0.197  0.119
H25 7.522 2.152 1.310  0.108
H26 6.268 3.633 -0.899  0.113
H27 6.164 3.761 0.723  0.114
H28 3.662 1.772 2.035  0.079
H29 5.275 1.996 2.318  0.074
H30 4.205 3.367 1.933  0.088
H31 3.843 4.293 -0.123  0.085
H32 4.275 3.437 -1.665  0.078
H33 2.871 3.053 -0.801  0.052
H34 6.974 -1.377 1.070  0.096
H35 5.200 -1.141 1.108  0.089
H36 6.247 -0.028 1.790  0.072
C19 -4.500 -5.716 -0.481  -0.045
C20 -4.286 -4.229 -0.150  -0.450
C21 -5.507 -3.488 -0.843  -0.139
C22 -5.669 -2.061 -0.359  -0.193
C23 -5.834 -2.024 1.185  -0.096
C24 -4.593 -2.736 1.884  -0.498
N3 -4.164 -3.991 1.341  -0.012
O3 -3.115 -4.772 2.090  -0.049
C25 -3.414 -1.740 1.888  -0.039
C26 -5.005 -2.986 3.347  -0.053
C27 -3.068 -3.811 -0.997  -0.053
H37 -4.496 -5.819 -1.566  0.087
H38 -5.491 -5.978 -0.109  0.080
H39 -3.771 -6.387 -0.027  0.083
H40 -5.252 -3.275 -1.881  0.114
H41 -6.390 -4.114 -0.714  0.115
H42 -6.458 -1.567 -0.926  0.110
H43 -4.786 -1.504 -0.674  0.099
H44 -6.729 -2.560 1.500  0.113
H45 -5.968 -0.965 1.405  0.117
H46 -2.506 -2.183 2.298  0.086
H47 -3.201 -1.288 0.920  0.051
H48 -3.596 -0.864 2.511  0.081
H49 -5.402 -2.120 3.877  0.085
H50 -5.777 -3.748 3.451  0.082
H51 -4.239 -3.420 3.989  0.077
H52 -2.238 -4.491 -0.803  0.075
H53 -2.675 -2.798 -0.911  0.049
H54 -3.285 -4.113 -2.022  0.081
Cl1 1.199 -5.541 -6.771  0.537
C28 0.831 -4.159 -5.715  -0.701
C29 -0.041 -3.084 -6.454  -0.679
Cl2 0.044 -1.674 -5.457  0.582
H55 1.829 -3.850 -5.403  0.051
H56 0.403 -4.507 -4.775  0.020
H57 -1.058 -3.306 -6.775  0.077
H58 0.487 -2.840 -7.376  0.057
C30 1.091 -2.638 -0.640  -1.452
Cl3 0.767 -3.424 -2.281  0.489
Cl4 0.976 -3.847 0.655  0.519
Cl5 -0.126 -1.463 -0.268  0.592
H59 2.106 -2.242 -0.611  0.007

⟨S²⟩: 3.77
Gap between HOMO and LUMO (spin up / spin down), eV: 9.336 / 9.117
Molar mass, g/mol: 687.085
Multiplicity: 4
Energy relative to the best compared isomer or geometry (same formula, charge and spin), kcal per mole: 52.6
Charge: 0
Calculated total energy, eV: -105281.6258
HOMO energy (spin up / spin down), eV: -8.85 / -9.79